Density functional theory data (ωB97M-V/def2-TZVPD) for C43H69AsF11O42 as an isolated structure at a distorted geometry.

```
166
Properties=species:S:1:pos:R:3:forces:R:3:lowdin_charge:R:1
As 0.263817 0.178356 -0.193499 1.044 0.285 -0.071 0.93
F 2.011297 0.310736 0.355791 -1.887 0.414 -0.589 -0.28
F 0.898177 -0.551014 -1.699649 -0.621 0.806 1.216 -0.26
F 5.299837 -0.601984 0.977961 1.284 3.199 -0.092 0.11
F 0.279557 1.870416 -0.845549 0.537 -1.809 -0.523 -0.27
F -3.197643 0.552006 1.136591 -1.852 -2.062 -3.607 0.13
F 0.381347 1.499396 7.258381 0.460 -0.321 0.834 0.07
F -0.277043 1.069236 1.211441 0.273 -0.970 0.419 -0.24
F -1.366693 -0.046044 -0.744839 0.772 -0.036 0.089 -0.23
F 2.920057 0.583196 -4.814119 -0.661 -0.976 -0.082 0.09
F 3.339937 2.716216 2.796141 1.107 0.037 -0.150 0.08
F 0.230247 -1.407144 0.661641 -0.005 1.627 -0.893 -0.26
O 0.649807 -8.359974 1.255571 -0.935 -0.097 -1.909 -0.03
O 5.839237 3.456586 1.729931 2.021 0.550 2.229 -0.04
O -1.542463 2.813346 5.823181 -1.977 4.243 0.005 0.05
O 5.524127 4.624286 3.524081 0.990 1.019 -1.420 -0.01
O -2.121803 4.393196 7.363921 -0.332 -0.505 2.180 0.02
O -4.577373 -5.750584 3.104681 2.851 1.586 -3.966 0.06
O -3.962383 1.780806 2.818251 0.052 0.326 -0.768 0.15
O -5.280183 0.987776 -7.295779 -1.191 0.665 -4.782 0.07
O 4.201507 -3.025014 3.923801 -0.682 2.398 -1.680 0.13
O 1.194727 -0.614904 7.704431 2.862 1.060 -0.758 0.18
O -3.132863 0.162556 4.090041 1.116 -1.159 -0.764 0.10
O -2.016363 -4.439884 -2.918509 -1.044 0.114 -1.741 0.12
O 2.872437 -2.413034 -2.648049 0.265 -0.812 -1.647 -0.04
O 2.030467 4.906346 1.465961 0.485 -0.137 0.360 0.08
O 3.115347 2.800656 -4.906199 -0.044 -0.984 -0.133 0.14
O -1.908233 2.746156 -7.520289 1.828 -0.496 3.415 0.09
O 1.416757 3.692466 3.213371 0.075 0.630 1.098 0.12
O -4.856033 1.392536 4.846511 2.070 -1.183 -2.749 0.09
O 7.326927 3.203516 3.539511 -1.039 1.514 -1.381 0.12
O 0.996447 -1.561874 9.824241 -1.409 2.434 -4.951 0.07
O 1.545457 4.414876 -4.583209 0.883 -1.739 0.622 0.15
O 4.737817 -1.730364 -3.416369 0.981 0.276 -0.065 -0.02
O -3.794823 3.400946 -2.443079 0.462 -1.059 -0.281 -0.01
O -3.948383 -4.662234 1.158441 -1.762 0.284 -0.362 0.13
O 2.250627 3.007786 -2.950599 -2.706 1.180 1.187 0.04
O -2.874173 4.049196 -0.442869 0.356 -0.663 -0.949 0.11
O -5.065103 -0.240834 -5.695559 -0.654 0.151 0.367 0.03
O 5.329477 -2.411174 2.161271 3.294 -0.084 0.555 0.17
O 1.728797 -6.536044 1.716341 0.211 -0.203 0.246 -0.02
O -4.174173 -4.049794 -3.772339 3.204 -0.326 0.045 -0.06
O -1.875613 4.316906 -2.511059 0.632 0.007 0.956 -0.03
O -2.504463 -4.160174 -5.173069 -1.922 -0.599 0.820 0.00
O -2.569453 -5.967794 2.147811 2.814 -1.695 0.484 0.09
O -1.332763 1.543236 -5.634749 -0.690 -0.584 -4.306 0.01
O 1.248087 -8.059274 3.354391 0.319 -0.197 2.961 0.16
O 1.556457 6.034136 3.389381 0.781 -4.503 -1.730 0.09
O -2.634673 4.959916 5.432301 1.771 -2.019 -0.233 -0.02
O -4.604853 2.049506 -5.416799 -2.004 -3.924 -1.879 0.06
O 3.176967 -2.206044 2.032451 -0.670 1.032 1.468 0.08
O -1.379493 3.763426 -5.451799 -0.276 -3.863 0.009 -0.06
O -0.724643 -0.917844 8.550511 -3.534 0.693 0.683 0.12
O 3.799537 -3.518694 -4.464639 0.002 -0.099 0.223 0.15
C -4.836153 2.616456 -1.874839 -1.059 1.172 2.186 -0.04
C 2.344117 -5.637484 2.677961 -0.288 -0.793 1.101 -0.02
C -0.588033 4.915356 -2.092169 -1.257 0.231 0.196 0.01
C -5.105003 2.151156 -8.066859 0.031 1.999 -0.986 -0.03
C 6.489077 2.400076 1.056501 0.202 -0.649 -1.398 -0.09
C 3.484287 1.614056 -4.178449 1.404 0.983 -0.925 -0.29
C 3.644817 -2.100944 0.721011 0.375 -1.369 -2.051 -0.08
C -4.042793 1.090576 3.950441 -3.755 1.987 4.237 -0.58
C -2.781243 -4.575214 0.419191 1.962 2.143 -3.135 -0.34
C -5.024573 1.035936 -6.085199 3.647 2.785 5.485 -0.59
C 2.066507 2.790106 2.353611 -0.238 -0.176 -0.503 -0.31
C -2.766923 -4.260014 -3.861719 -1.527 0.433 1.001 -0.48
C -3.756213 -5.452354 2.173481 -4.013 -1.949 4.941 -0.57
C 5.891377 -1.682274 -4.269869 -0.222 -0.522 -1.091 -0.04
C -1.637703 3.591396 8.461311 0.894 -0.045 0.426 -0.02
C 1.716857 4.947956 2.781121 -1.491 4.106 0.790 -0.48
C 4.225007 -2.436534 2.845181 -1.745 -4.244 2.717 -0.54
C -2.336993 4.981136 4.005561 -0.803 0.003 0.983 0.00
C -2.816403 3.883456 -1.643969 -0.204 1.179 -0.239 -0.56
C -2.109403 0.480436 3.131911 1.022 2.019 0.138 -0.05
C 2.177927 3.457626 -4.198269 0.341 1.801 -0.246 -0.54
C -1.511183 2.670666 -6.344529 -1.713 2.024 0.367 -0.44
C -4.897703 -4.282214 -2.555979 -1.556 0.676 -0.967 -0.06
C -4.796403 -0.486054 -4.360079 0.700 -0.040 2.041 -0.06
C 5.835547 4.995436 4.847311 0.232 -0.590 0.941 -0.04
C 3.814787 -2.680464 -3.611109 -1.054 0.996 0.920 -0.58
C -2.844973 1.336146 2.076041 1.846 0.784 3.294 -0.39
C -0.939403 -0.459264 7.223401 -1.219 -0.645 -0.639 -0.04
C -1.217833 -4.263514 -5.673439 2.528 1.065 1.246 -0.06
C 5.149057 -1.902154 0.928211 -1.982 -1.135 -1.813 -0.35
C 0.221237 -9.747934 1.413291 0.997 1.027 1.385 0.00
C 6.414447 3.792546 2.979701 -1.720 -2.474 -0.462 -0.52
C 1.719717 -3.297174 -2.574349 0.591 -0.407 0.758 -0.02
C 1.192627 -7.670384 2.253081 0.523 0.303 -2.614 -0.64
C 2.977707 1.828016 -2.758459 0.567 0.456 -0.529 -0.04
C -1.775893 -5.565584 1.003161 -1.302 0.715 0.659 -0.02
C -2.039103 3.939126 6.137951 0.435 -1.998 -0.719 -0.51
C 1.867737 3.547756 1.044801 -0.536 -0.795 0.066 -0.06
C -1.048303 5.008976 -5.915669 -0.462 0.624 -2.700 -0.10
C -2.376973 -3.100294 0.370911 0.972 0.220 0.531 -0.02
C 0.529887 -1.037024 8.748751 2.738 -3.464 6.649 -0.56
C 0.360547 0.172546 6.932841 -0.448 0.270 -2.172 -0.32
C -1.124403 1.455046 -4.300979 0.601 1.165 3.373 -0.08
H 1.561477 -5.470224 3.417961 0.229 0.837 -0.014 0.10
H 5.624967 -1.721654 -5.326079 -0.523 0.231 -0.024 0.09
H 7.525117 2.562116 0.759041 0.085 0.742 0.188 0.09
H -0.655123 -9.989444 0.811821 0.284 0.489 -0.140 0.09
H 2.420987 3.248186 0.154711 0.495 0.400 0.440 0.13
H -1.113193 -4.719174 -6.658079 -0.619 0.064 0.246 0.10
H -3.297863 4.691076 3.580481 0.440 -0.049 -0.736 0.10
H -0.244743 2.031726 -4.015079 -0.033 0.247 0.185 0.09
H -2.022123 -2.810884 1.360061 -0.146 0.256 0.169 0.08
H 2.091797 -4.249524 -2.196639 -0.175 -0.027 0.381 0.10
H -1.591563 -6.400244 0.326801 -0.003 -0.113 0.339 0.13
H -3.821833 -0.093984 -4.069239 0.306 -0.199 -0.221 0.09
H 5.909127 2.315576 0.137471 0.055 -0.170 -0.043 0.08
H -5.936083 2.258176 -8.763969 0.024 -0.398 0.045 0.09
H -1.465833 -0.299504 2.724951 -0.862 -0.460 0.206 0.13
H 3.176397 -1.368234 0.063881 0.082 0.362 0.798 0.11
H -5.430023 1.968946 -2.519939 1.020 0.189 -0.643 0.08
H -0.015803 4.956236 -6.261019 0.177 0.884 0.654 0.09
H 2.814367 -4.754254 2.245691 -0.935 -0.111 -0.538 0.07
H -5.555953 3.311786 -1.442969 -0.370 0.342 -0.294 0.09
H -0.801203 -3.257304 -5.628019 -0.037 0.327 -0.923 0.10
H -0.938153 0.464586 -3.885769 -0.084 -0.488 -1.047 0.10
H -5.454273 0.016836 -3.651269 -0.535 0.046 -0.331 0.08
H -4.897463 -5.322304 -2.229949 0.195 0.218 0.018 0.10
H -1.543953 -2.867984 -0.292579 0.144 -0.582 -0.097 0.06
H -5.054793 3.081456 -7.501069 -0.314 -0.363 0.610 0.10
H 3.161267 -6.080814 3.247021 -0.032 -0.639 -0.222 0.10
H -1.788463 0.189366 7.007811 -0.055 0.088 0.845 0.15
H -1.108263 -1.390684 6.682991 0.211 0.224 -0.655 0.15
H 3.420077 -3.050584 0.235431 0.184 -0.332 -0.059 0.13
H -1.387223 5.794366 -5.240099 0.648 -0.303 0.315 0.10
H -0.519953 5.841276 -2.663239 0.333 -0.458 -0.559 0.09
H 1.100497 -10.341664 1.163301 -0.295 -0.254 -0.151 0.09
H -0.698043 4.051166 8.767491 0.475 -0.498 -0.478 0.10
H -5.862963 -3.973374 -2.957209 -0.644 -0.987 0.080 0.09
H 5.248817 5.844416 5.198131 -0.461 -0.379 -0.430 0.10
H -1.623703 5.142186 -6.831789 -0.176 0.465 -0.277 0.09
H 6.530997 1.407286 1.504501 -0.601 0.314 0.757 0.08
H 4.561087 1.538766 -4.329899 0.026 -0.160 0.341 0.16
H 0.004237 -9.869574 2.474521 -0.150 -0.312 -0.079 0.09
H 3.725437 2.157406 -2.036999 0.423 -0.811 -0.098 0.14
H -0.840623 -5.110624 1.329331 -0.082 -0.095 0.101 0.13
H -1.508993 4.301686 3.803411 -0.184 0.069 -0.266 0.08
H -2.163563 3.644826 9.414581 -1.226 0.599 -0.614 0.09
H -4.161893 2.202616 -8.610899 0.051 -0.853 0.026 0.09
H 5.618407 4.049936 5.344271 0.188 0.528 1.148 0.11
H 0.201267 4.184376 -2.267619 -0.182 0.309 -0.091 0.07
H -1.974783 1.831616 -3.732519 -0.054 0.295 -0.070 0.09
H -1.458633 1.193996 3.637311 0.340 -0.116 0.266 0.12
H 6.433037 -0.748334 -4.120009 -0.218 -0.187 0.487 0.09
H -1.565313 2.524766 8.248841 0.277 0.363 -0.464 0.07
H -0.532343 -4.702224 -4.948369 -0.252 -0.939 -0.035 0.08
H 6.544027 -2.552084 -4.195039 0.012 0.021 0.742 0.09
H 6.877307 5.285856 4.983281 0.098 -0.297 -0.196 0.10
H 0.591087 0.155016 5.867641 0.543 -0.378 0.174 0.18
H -4.924293 -3.543304 -1.755109 1.679 -0.014 0.257 0.09
H 1.176097 -3.583344 -3.474729 0.375 0.844 -0.452 0.08
H -2.088953 6.022766 3.801611 0.049 -0.231 -0.276 0.10
H 5.845937 -2.346554 0.217601 -0.111 -0.044 0.035 0.18
H 1.705267 1.764266 2.426161 -0.699 0.456 -0.160 0.15
H 0.816507 3.403906 0.795141 -0.056 -0.032 -0.106 0.12
H -0.563713 5.305266 -1.074579 -0.413 -0.696 0.353 0.09
H -3.130933 -2.385624 0.040921 -0.487 -0.444 0.213 0.08
H -4.845363 -1.557064 -4.163489 0.050 0.075 -0.346 0.09
H -4.565633 2.125256 -0.940159 0.745 -0.565 -0.380 0.09
H -2.281653 2.190916 1.701711 -0.218 0.005 0.012 0.16
H -2.883573 -4.833444 -0.634819 -0.911 -0.349 0.075 0.11
H 2.368807 1.003136 -2.388449 -0.022 0.106 -0.092 0.11
H 1.071107 -2.782284 -1.865639 0.003 -0.356 -0.159 0.07
```
Forces are in eV/Å.

Summary:
HOMO energy = -8.751 eV
total energy = -8174.40847 hartree
Kohn-Sham gap = 10.182 eV
charge = -1
LUMO = 1.43 eV